Density functional theory data (ωB97M-V with the def2-TZVPD basis set) for C20H33Cl5N6OPd as an isolated structure.

The geometry in XYZ format:
```
66
Properties=species:S:1:pos:R:3:forces:R:3:mulliken_spin:R:1
Pd -0.514287 -0.155133 -0.956625 -0.057 -0.002 0.014 1.4772
Cl -1.654492 0.137613 -3.617313 -0.064 -0.020 0.040 0.0434
C -2.976406 0.081612 -2.444828 -0.007 0.004 -0.131 -0.1158
C -2.609846 0.023613 -1.115166 0.128 0.037 0.103 0.2443
C -3.646347 0.068296 -0.198814 -0.031 0.006 0.107 0.0138
Cl -3.295425 0.117106 1.516699 0.007 -0.023 -0.116 0.0051
C -4.986509 0.115454 -0.587887 0.013 0.012 0.003 0.0079
Cl -6.235932 0.162158 0.581023 -0.023 -0.006 -0.003 0.0034
C -5.308292 0.135429 -1.948753 0.024 0.006 0.036 -0.0076
Cl -6.939978 0.189840 -2.448702 -0.018 -0.005 -0.008 -0.0005
C -4.287517 0.130921 -2.900164 0.049 0.005 -0.035 0.0099
Cl -4.641120 0.193407 -4.573012 -0.009 -0.003 0.005 0.0048
C 4.080008 -1.739282 -3.999133 0.002 0.009 0.017 0.0002
N 3.412706 -0.931427 -2.988558 -0.003 -0.011 -0.015 0.0015
C 2.093901 -0.922160 -2.754622 0.007 -0.006 0.038 -0.0016
N 1.320039 -1.754192 -3.478277 -0.053 0.013 0.003 0.0010
O 1.610688 -0.171715 -1.865692 0.024 0.014 -0.017 0.0016
H 5.143366 -1.524067 -3.963378 0.001 -0.007 -0.002 0.0001
H 3.723358 -1.493744 -5.000479 -0.003 -0.002 0.001 0.0001
H 3.944722 -2.804845 -3.808208 0.004 -0.002 -0.008 0.0001
H 3.959458 -0.338791 -2.388746 0.001 -0.001 0.000 -0.0003
H 1.690995 -2.299484 -4.236532 0.008 -0.008 -0.006 -0.0005
H 0.321260 -1.635842 -3.433879 0.018 -0.017 -0.006 0.0053
C -0.771869 4.112853 0.605256 0.008 0.016 0.009 0.0070
C -1.138031 2.657609 0.247917 -0.007 -0.062 0.010 -0.0143
N -0.030505 2.013205 -0.480850 0.005 0.083 -0.016 0.2007
C 0.197285 2.720174 -1.755556 -0.021 -0.048 -0.005 -0.0291
C 0.507260 4.209422 -1.496036 0.026 0.008 0.010 0.0057
N 0.566351 4.409838 -0.008583 0.004 -0.023 -0.007 0.0024
C 1.616657 3.518738 0.591256 0.002 0.007 0.013 0.0062
C 1.193955 2.055155 0.338427 -0.010 -0.029 -0.013 -0.0243
H -0.677736 4.272232 1.677683 0.003 0.002 -0.002 -0.0012
H -1.482665 4.832844 0.205042 0.001 0.005 0.003 0.0004
H -2.026945 2.619670 -0.378718 -0.003 -0.015 0.002 -0.0160
H -1.342237 2.077880 1.145152 -0.023 0.005 -0.003 0.0054
H -0.697311 2.617714 -2.367880 0.017 -0.007 -0.008 0.0078
H 1.020127 2.225620 -2.268100 -0.006 0.002 -0.004 -0.0010
H -0.263287 4.873886 -1.881842 -0.003 -0.001 0.006 -0.0008
H 1.469113 4.512611 -1.904565 -0.006 0.010 0.000 -0.0003
H 0.808150 5.381588 0.182774 0.006 -0.001 0.005 -0.0022
H 1.680175 3.758775 1.650582 0.006 0.005 0.000 -0.0001
H 2.563146 3.771011 0.117296 -0.004 0.009 -0.008 -0.0010
H 0.988933 1.534202 1.271823 0.001 0.003 0.008 0.0047
H 1.970768 1.507932 -0.191415 -0.001 0.004 0.005 0.0023
C -0.863290 -1.122748 4.136060 -0.007 -0.014 0.000 -0.0003
C -1.042923 -2.377937 3.289346 0.013 0.004 0.002 0.0014
N 0.137539 -2.738530 2.494890 -0.007 -0.009 -0.020 0.0081
C 0.893523 -3.912805 2.955191 0.006 0.005 0.023 0.0016
C 1.749786 -3.623539 4.177468 -0.005 0.001 -0.006 0.0001
C 0.466179 -2.039664 1.405161 0.016 -0.018 0.057 0.0048
C 1.682502 -2.437365 0.622247 -0.001 0.039 0.003 0.0125
N -0.232333 -1.008990 0.989794 0.009 0.073 -0.050 0.1344
H -1.779767 -0.921398 4.690568 0.003 -0.001 0.000 0.0003
H -0.636527 -0.244343 3.529686 -0.001 0.000 0.014 -0.0001
H -0.054340 -1.249783 4.853803 0.004 0.000 0.001 0.0001
H -1.904646 -2.285019 2.622498 0.006 0.014 -0.010 0.0004
H -1.253342 -3.226700 3.937136 0.001 -0.001 0.005 -0.0001
H 1.502024 -4.290482 2.139582 0.003 0.005 -0.007 0.0003
H 0.164130 -4.692495 3.178422 -0.004 -0.003 -0.003 0.0002
H 2.475484 -2.834709 3.972862 0.000 -0.002 -0.001 0.0000
H 2.293772 -4.521177 4.469361 0.000 0.002 0.000 -0.0001
H 1.140453 -3.317082 5.027785 0.001 0.001 -0.003 0.0000
H 1.503302 -3.371022 0.086755 0.012 0.004 -0.010 0.0019
H 2.544060 -2.582616 1.272202 -0.007 0.000 0.006 0.0013
H 1.907882 -1.651203 -0.092298 0.001 -0.021 -0.026 -0.0097
H -1.049151 -0.818118 1.552863 -0.056 -0.045 -0.002 -0.0028
```
Forces are in eV/Å.

Its relative energy (zero: lowest compared OMol25 entry of this formula, charge and spin) is 0.0 kJ/mol. As for the total charge: +2. As for the frontier orbital gap (spin up / spin down): 8.34 / 6.79 eV. Its multiplicity is 3. As for the expectation value of S²: 2.00.

***

Density functional theory data (ωB97M-V with the def2-TZVPD basis set) for C25H63N5O7V as an isolated structure at a distorted geometry.

The geometry in XYZ format:
```
101
Properties=species:S:1:pos:R:3:forces:R:3:lowdin_charge:R:1
O -0.092226 -0.323181 0.399273 0.636 -0.950 -1.706 -0.3325
V 0.109134 -1.345141 -0.841187 -1.234 0.580 1.253 0.8585
O 0.990804 -0.686221 -1.948437 0.904 0.314 -0.249 -0.3184
C 1.978534 1.712079 4.724253 0.805 1.243 -0.790 -0.0302
C 0.553034 2.280389 4.906563 -0.238 -0.907 1.135 -0.5273
C 0.595104 3.717969 5.354253 0.644 0.720 -0.565 -0.1594
C 1.035144 4.623389 4.218733 -1.290 -0.622 0.431 -0.1648
C -0.023996 4.508789 3.106993 1.091 0.169 -0.959 -0.1187
C -0.295156 3.069609 2.542083 1.033 -0.264 -0.162 -0.4328
N -0.212036 2.111729 3.697853 -1.728 0.828 -0.104 -0.0969
O -0.125056 0.754599 3.355823 -0.394 0.198 -0.715 -0.0250
C -1.703816 3.004459 1.905993 0.059 -0.140 1.093 -0.0235
C 0.743614 2.742309 1.425623 -0.134 -0.030 0.414 -0.0305
C -0.144326 1.548169 6.096933 0.458 -0.532 -0.211 -0.0147
H 2.419134 2.235669 3.875823 0.119 0.243 -0.192 0.0632
H 2.114464 0.676419 4.412743 -0.231 -0.287 0.841 0.0784
H 2.647334 1.991359 5.538383 -0.192 -0.498 0.286 0.0976
H -0.409296 4.013489 5.657493 0.108 0.028 0.329 0.1241
H 1.324704 3.761969 6.162863 -0.353 0.160 0.408 0.1276
H 2.024474 4.273459 3.923973 0.023 0.440 -0.475 0.1059
H 1.053984 5.670459 4.521043 0.347 -0.043 0.079 0.1163
H 0.447904 5.134459 2.349403 -0.296 -0.306 -0.820 0.1087
H -0.939116 5.070609 3.294113 -0.166 -0.379 0.692 0.1162
H -2.033016 2.020839 1.571013 0.619 -0.209 -0.138 0.0560
H -2.394286 3.219109 2.721643 -0.264 0.478 -0.186 0.0830
H -1.796686 3.701169 1.072883 -0.031 0.145 0.124 0.0875
H 0.828044 3.549389 0.697893 -0.125 0.095 0.102 0.0813
H 1.736404 2.580079 1.845343 0.147 0.060 0.056 0.0729
H 0.469704 1.842389 0.874973 -0.054 -0.047 0.184 0.0386
H 0.634864 1.186589 6.767913 0.038 0.090 0.223 0.0787
H -0.698216 0.657169 5.801263 -0.065 0.174 -0.220 0.0764
H -0.785106 2.218439 6.669843 -0.100 -0.086 -0.185 0.0762
H 0.827714 0.639479 3.331763 0.168 -0.677 -0.537 0.0471
C -1.484056 -5.594321 -1.790307 -0.691 1.358 0.767 -0.0187
C -1.528986 -4.067201 -1.391437 -2.236 -0.922 -0.344 -0.3725
C -1.965756 -3.752431 0.100073 0.911 -0.660 -1.634 -0.1468
O -1.778636 -2.368191 0.365633 0.360 -1.241 -0.211 -0.2883
C -2.298406 -2.017591 1.654663 0.623 0.903 -0.037 -0.0465
N -0.255396 -3.492581 -1.734517 1.240 0.664 0.889 0.0141
H -1.001606 -6.176891 -1.005477 0.058 -0.140 -0.076 0.0826
H -0.928516 -5.665481 -2.725407 -0.049 -0.180 0.036 0.0820
H -2.500006 -5.952881 -1.955717 0.126 -0.211 0.077 0.0859
H -2.244686 -3.603301 -2.070157 -0.288 0.125 0.135 0.1235
H -1.335336 -4.421351 0.685923 0.326 0.310 0.719 0.1262
H -2.988286 -4.051831 0.330053 -0.190 0.016 -0.429 0.1366
H -1.766086 -2.524611 2.459433 -0.189 -0.472 -0.071 0.1049
H -3.375696 -2.183211 1.664733 0.043 -0.053 0.167 0.1058
H -2.041366 -0.968431 1.800613 -0.279 0.045 -0.109 0.0747
H -0.116656 -3.490211 -2.734947 -0.374 0.407 -0.417 0.1147
H 0.396604 -4.223241 -1.487257 0.764 0.140 0.494 0.0910
C 3.459144 -0.791351 0.736363 0.868 1.520 -1.200 -0.0464
C 3.292514 -1.923991 -0.350247 1.268 0.976 3.938 -0.3359
C 4.421204 -2.965731 -0.061347 -0.817 0.571 -0.827 -0.1823
O 4.181154 -3.907051 -1.076697 0.683 -0.726 -0.575 -0.2013
C 5.208424 -4.791501 -1.510007 -0.266 -0.650 -0.358 -0.0823
N 2.012694 -2.503871 0.003633 -1.824 -1.388 -0.603 0.0180
H 2.738204 0.022609 0.660023 -0.322 -0.178 -0.409 0.0502
H 4.420164 -0.291151 0.616673 0.186 0.059 -0.425 0.0811
H 3.491724 -0.962981 1.812273 -0.357 -1.372 -0.066 0.0849
H 3.231894 -1.601321 -1.389627 0.463 0.191 0.258 0.1385
H 4.338814 -3.433581 0.919693 -0.576 -0.061 0.331 0.1297
H 5.405764 -2.504141 0.014073 0.232 0.101 -0.919 0.1321
H 5.706724 -5.337071 -0.708667 0.073 0.316 0.278 0.0914
H 5.933684 -4.365471 -2.203247 0.158 0.643 0.386 0.0900
H 4.734104 -5.556421 -2.124847 -0.336 -0.008 0.149 0.0852
H 2.021804 -3.438471 -0.379187 -0.199 -0.329 -0.972 0.0738
H 2.051474 -2.806391 0.966483 -0.185 0.819 0.785 0.1125
C -3.212916 0.594499 -0.795707 0.988 -1.180 -1.365 -0.0053
C -2.998576 -0.583611 -1.796287 -1.149 -0.011 0.566 -0.3853
C -3.928496 -0.517461 -2.989127 -0.262 0.093 -0.039 -0.2092
O -3.702506 -1.684011 -3.768667 -1.151 0.002 -0.961 -0.1983
C -4.738396 -1.890531 -4.773677 0.234 -0.590 0.533 -0.0670
N -1.618636 -0.705571 -2.251707 0.338 -1.636 1.228 0.0464
H -2.980196 1.480429 -1.386527 -0.105 0.357 0.373 0.0759
H -2.432976 0.445189 -0.049057 -0.289 0.388 0.306 0.0392
H -4.221586 0.645579 -0.385727 0.176 -0.100 0.001 0.0937
H -3.233336 -1.555051 -1.361227 -0.196 0.165 0.483 0.1218
H -3.806876 0.367039 -3.614387 0.269 0.244 -0.030 0.1212
H -4.942226 -0.458801 -2.592857 -0.325 -0.300 -0.080 0.1325
H -4.888526 -1.078831 -5.485507 0.485 0.302 0.138 0.0886
H -5.710566 -2.086371 -4.321307 -0.017 0.171 0.423 0.0863
H -4.508176 -2.804011 -5.321987 0.368 0.164 0.021 0.0867
H -1.451946 0.099419 -2.838487 0.674 1.411 0.126 0.0178
H -1.701036 -1.398181 -2.982187 0.266 -0.782 -0.166 0.0848
C 0.345724 3.020049 -4.599437 0.625 0.649 0.514 -0.0459
C -0.007456 2.070419 -3.450917 1.812 -0.237 -1.845 -0.4282
C 0.172674 2.597369 -2.035837 -1.042 0.694 -0.196 -0.1994
O 1.433434 3.140969 -1.710127 -0.249 -0.393 -0.003 -0.1761
C 2.572864 2.291499 -1.514167 -0.282 0.465 -0.041 -0.0729
N -1.306426 1.532119 -3.747317 -1.382 -0.246 0.608 0.0294
H 0.268284 2.512289 -5.560827 0.043 -0.155 0.059 0.0780
H 1.363554 3.395549 -4.493917 0.042 0.085 -0.068 0.0793
H -0.317986 3.883429 -4.646007 -0.121 0.102 0.154 0.0829
H 0.687914 1.242889 -3.591377 0.121 -0.312 0.283 0.1249
H -0.261796 1.913369 -1.306807 0.618 -0.639 0.191 0.0983
H -0.536306 3.422239 -1.964907 0.112 0.597 0.115 0.1321
H 2.348554 1.260049 -1.242327 -0.343 -0.026 -0.355 0.0559
H 3.147304 2.698949 -0.682237 -0.069 0.214 0.022 0.0865
H 3.191994 2.371659 -2.407677 0.095 -0.413 -0.051 0.0892
H -2.007376 2.256369 -3.812487 -0.132 0.302 0.135 0.1029
H -1.336316 1.071229 -4.645537 0.338 0.059 -0.239 0.1057
```
Forces are in eV/Å.

As for the total charge: +1. As for the frontier orbital gap: 6.84 eV. Its multiplicity is 1.

***

Density functional theory data (ωB97M-V with the def2-TZVPD basis set) for C22H31Cl5F5NO2PtSi4Te as an isolated structure.

The geometry in XYZ format:
```
72
Properties=species:S:1:pos:R:3:forces:R:3:lowdin_charge:R:1
Pt 0.142280 -0.334265 0.441989 -0.651 0.174 0.060 0.7427
Cl -3.702843 1.844877 -4.702478 0.016 -0.020 -0.001 0.5529
C -2.201181 1.062354 -4.288677 -0.066 0.045 0.058 -0.7499
C -1.487333 0.345389 -5.225420 0.058 -0.042 -0.041 -0.7394
Cl -2.097456 0.207243 -6.854556 -0.005 0.006 -0.007 0.5701
C -0.279590 -0.259830 -4.878137 -0.011 0.045 -0.050 -0.6217
Cl 0.653044 -1.115414 -6.078214 -0.023 -0.012 0.002 0.5966
C 0.309371 -0.168633 -3.580036 0.133 0.045 0.269 -0.4948
O 1.427394 -0.644549 -3.289243 0.076 -0.008 -0.027 -0.1363
C -0.495562 0.549851 -2.581559 -0.160 -0.113 0.068 -0.3950
O -0.057602 0.717768 -1.345988 0.221 -0.174 -0.166 -0.4041
C -1.682837 1.141060 -2.978500 -0.130 -0.018 -0.010 -0.6024
Cl -2.586928 2.027919 -1.766439 0.041 -0.008 -0.005 0.6225
F 0.711001 0.005019 3.196324 0.002 0.018 -0.025 -0.0349
C 0.429245 -1.027540 2.283575 0.097 -0.250 -0.009 -0.5679
F 1.520064 -1.875582 2.450614 0.033 0.027 0.062 -0.0784
C -0.716545 -1.796649 2.990998 -0.005 0.107 0.033 -0.6074
F -0.871273 -3.034849 2.527264 0.018 -0.046 -0.061 0.1043
F -0.506144 -1.906303 4.325086 0.018 -0.050 -0.009 0.1146
F -1.898324 -1.161331 2.852263 0.005 0.022 0.023 0.1039
C 2.351129 -4.869900 -3.200684 0.014 0.086 -0.003 -0.2221
Si 1.756568 -5.742374 -1.648377 -0.021 -0.056 -0.053 0.2905
C -0.056059 -6.191082 -1.888653 -0.058 0.047 0.020 -0.2362
C 2.680301 -7.392212 -1.521788 0.054 0.000 0.068 -0.2281
Si 1.994688 -4.324085 0.214084 0.113 0.130 0.144 0.0400
Te 0.467839 -2.600349 -0.709345 -0.190 0.056 -0.171 0.6570
Si 1.632687 -5.565355 2.176104 0.026 -0.184 0.058 0.3539
C -0.094330 -6.318699 2.180377 -0.067 0.067 -0.027 -0.2237
C 1.969762 -4.690989 3.810032 -0.046 0.076 0.000 -0.2101
C 2.813681 -7.053730 2.236815 0.055 0.034 -0.121 -0.2224
Si 4.193450 -3.527147 0.195045 0.238 -0.005 -0.098 0.3281
C 5.437530 -4.956659 0.081024 -0.037 -0.071 -0.009 -0.2263
C 4.662794 -2.575280 1.750807 -0.072 -0.008 0.075 -0.2171
C 4.499033 -2.427073 -1.292700 -0.135 0.029 0.023 -0.2117
H 2.016441 -5.409461 -4.092113 0.027 -0.025 0.007 0.0268
H 3.441852 -4.801114 -3.230583 -0.012 -0.032 -0.008 0.0141
H 1.954470 -3.851333 -3.252077 0.026 -0.030 -0.013 0.0133
H -0.182990 -6.781377 -2.801519 0.007 -0.019 0.011 0.0233
H -0.660813 -5.286739 -1.977533 0.000 -0.009 -0.015 -0.0036
H -0.445353 -6.765573 -1.044449 0.013 -0.014 -0.009 0.0101
H 2.608254 -7.928081 -2.473393 -0.002 0.008 -0.004 0.0211
H 2.248803 -8.027271 -0.744829 -0.026 -0.018 -0.035 0.0047
H 3.738222 -7.256406 -1.285794 -0.003 0.000 -0.017 0.0072
H -0.866610 -5.570999 1.995591 0.006 0.022 0.011 0.0175
H -0.301871 -6.805366 3.138308 0.004 -0.011 -0.010 0.0219
H -0.167520 -7.070880 1.390233 -0.004 -0.009 0.012 0.0116
H 1.574565 -3.680072 3.848659 -0.062 0.028 0.006 -0.0014
H 3.049178 -4.626990 3.971124 0.000 -0.004 0.006 0.0174
H 1.534207 -5.262986 4.635566 0.038 -0.037 -0.010 0.0261
H 2.805036 -7.627443 1.309027 -0.010 -0.018 0.024 -0.0040
H 2.530828 -7.724831 3.054743 -0.012 0.034 0.013 0.0231
H 3.843076 -6.729879 2.409902 -0.007 0.003 0.015 0.0095
H 5.325371 -5.662204 0.907889 0.010 0.006 0.010 0.0040
H 6.462848 -4.573184 0.098530 -0.008 0.008 -0.003 0.0200
H 5.302768 -5.516564 -0.848100 0.017 0.021 -0.009 0.0074
H 4.744724 -3.243727 2.612316 0.001 0.000 0.001 0.0144
H 3.917418 -1.818793 1.992777 -0.024 0.056 -0.012 0.0147
H 5.627796 -2.079056 1.607669 0.005 -0.030 0.000 0.0220
H 4.482480 -3.004535 -2.218915 0.009 0.019 -0.003 0.0138
H 5.473619 -1.936187 -1.206115 -0.001 -0.009 -0.007 0.0236
H 3.722771 -1.663210 -1.386706 0.004 0.016 -0.023 0.0241
Cl -1.582855 3.305022 4.637386 -0.013 0.009 -0.003 0.6436
C -0.920972 3.087743 3.042463 -0.113 0.045 -0.095 -0.6402
C -0.279291 4.131093 2.401500 0.001 0.034 0.039 -0.0991
C 0.203746 3.900703 1.127901 -0.109 -0.029 -0.052 -0.0440
C 0.051264 2.644721 0.559189 -0.052 0.110 0.001 -0.1192
N -0.551481 1.638040 1.202284 0.800 0.062 0.084 -0.0261
C -1.048775 1.862681 2.418301 -0.259 -0.064 -0.079 -0.1496
H -0.176665 5.092467 2.887383 0.013 -0.008 0.011 0.1018
H 0.695295 4.682804 0.566295 0.022 -0.006 0.014 0.1050
H 0.388567 2.397371 -0.440816 0.039 -0.020 0.023 0.0963
H -1.581340 1.053166 2.893129 0.134 -0.036 0.051 0.1018
```
Forces are in eV/Å.

Its relative energy (zero: lowest compared OMol25 entry of this formula, charge and spin) is 25.9 kJ/mol. As for the total charge: -2. As for the frontier orbital gap: 4.67 eV. Its multiplicity is 1.

***

| no. | calculated total energy (eV) |
| --- | --- |
| 1 | -98342.2164 |
| 2 | -74409.1861 |
| 3 | -147158.7021 |